{"formula": "C11H11F9N8O7S3V", "method": "ωB97M-V/def2-TZVPD", "species": ["V", "N", "C", "N", "C", "N", "N", "C", "N", "C", "C", "C", "C", "C", "N", "H", "H", "H", "H", "H", "H", "H", "H", "F", "C", "F", "F", "S", "O", "O", "N", "S", "O", "O", "C", "F", "F", "F", "N", "H", "H", "H", "F", "C", "F", "F", "S", "O", "O", "O"], "coordinates": [[-0.3893, -0.2991, -0.3311], [0.2002, -3.7600, -0.6564], [0.9985, -2.9583, 0.0566], [2.2208, -3.2952, 0.3042], [2.8835, -2.5875, 1.2326], [4.1652, -2.7325, 1.3848], [2.2178, -1.7585, 2.1144], [1.0528, -1.3776, 1.7875], [0.4332, -1.7568, 0.5590], [0.1852, -0.5149, 2.5862], [0.3829, -0.2105, 3.9122], [-0.6027, 0.5396, 4.5532], [-1.7169, 0.9381, 3.8400], [-1.8165, 0.6243, 2.4853], [-0.8761, -0.0951, 1.8801], [0.6152, -4.6322, -0.9665], [-0.7786, -3.8096, -0.4172], [4.6841, -3.3622, 0.7849], [4.6479, -2.2599, 2.1386], [1.2666, -0.5649, 4.4257], [-0.5002, 0.7960, 5.5995], [-2.5143, 1.4964, 4.3110], [-2.6654, 0.9375, 1.8996], [0.1805, 5.0614, -0.8903], [0.7761, 3.9134, -0.7437], [1.9337, 4.0178, -0.1479], [0.8774, 3.2662, -1.8904], [-0.3381, 2.8640, 0.3729], [0.1894, 1.4209, 0.1100], [-0.2027, 3.2686, 1.7168], [-1.7824, 2.9303, -0.2213], [-2.2950, 1.7403, -1.0914], [-2.2618, 0.4747, -0.2500], [-1.6302, 1.4871, -2.3361], [-4.1242, 2.1365, -1.3532], [-4.1664, 3.1767, -2.1325], [-4.6698, 2.3574, -0.1881], [-4.6196, 1.0610, -1.9267], [-1.5651, -1.4912, -1.5668], [-1.8397, -0.8676, -2.3333], [-2.4280, -1.8013, -1.1176], [-1.0692, -2.2826, -1.9813], [0.7812, 0.5958, -4.3225], [2.0012, 0.4215, -3.8804], [2.8250, 0.0513, -4.8134], [2.4297, 1.4563, -3.2107], [1.9216, -1.0443, -2.6597], [3.0633, -1.1202, -1.8364], [0.7062, -0.3144, -1.5863], [1.2130, -2.1368, -3.2039]], "max_force_ha_per_bohr": 0.0224, "charge": 3, "e_homo_ev": [-19.338, -19.338], "homo_lumo_gap_ha": [0.2282, 0.2281]}